Formula: C18H36Cl2MgN5O2P
Source: OMol25
Level of theory: ωB97M-V/def2-TZVPD

The relative energy (zero: lowest compared OMol25 entry of this formula, charge and spin) is 102.23 kJ/mol. As for the HOMO-LUMO gap: 7.81 eV. The HOMO energy comes out at -7.744 eV.

```
! RIJCOSX wB97M-V def2-TZVPD def2/J DEFGRID3
* xyz 0 1
Mg -0.2723 0.6138 2.7147
N -0.7802 0.8911 4.8538
C 0.3179 0.0692 5.4779
C 1.0007 -0.7916 4.3982
O 1.1434 -1.9862 4.5809
O 1.3348 -0.1048 3.3296
H -0.8448 1.8017 5.2828
H -1.6692 0.4372 5.0253
H -0.0470 -0.5672 6.2739
H 1.0724 0.7439 5.8775
N -1.0442 1.0599 1.0482
P -0.1990 0.6317 -0.1594
N -1.1974 0.3745 -1.4843
C -2.5936 0.8479 -1.4419
C -3.3040 0.5063 -2.7494
C -2.9843 -0.9251 -3.1770
C -1.4683 -1.1005 -3.4276
C -0.6733 0.0496 -2.8076
N 0.9777 1.7057 -0.7515
C 0.3953 2.9204 -1.3568
C 1.4278 3.5863 -2.2651
C 2.8298 3.5408 -1.6262
C 2.7020 3.3876 -0.1146
C 2.0595 2.0424 0.2137
N 0.7350 -0.7624 -0.0063
C 1.9441 -1.0795 -0.7865
C 1.8382 -2.4554 -1.4304
C 1.7492 -3.5529 -0.3564
C 1.0969 -3.0121 0.9255
C 0.0717 -1.9406 0.5867
H -2.6489 1.9243 -1.2436
H -3.1024 0.3614 -0.6085
H -3.0019 1.2015 -3.5382
H -4.3784 0.6407 -2.6132
H -3.5567 -1.1949 -4.0646
H -3.3062 -1.6008 -2.3780
H -1.2494 -1.1596 -4.4974
H -1.1306 -2.0387 -2.9811
H -0.7061 0.9265 -3.4677
H 0.3771 -0.2199 -2.7207
H 0.0519 3.6170 -0.5841
H -0.4880 2.6460 -1.9312
H 1.1210 4.6192 -2.4485
H 1.4428 3.0778 -3.2314
H 3.4011 4.4339 -1.8812
H 3.3873 2.6847 -2.0154
H 2.1033 4.2086 0.2868
H 3.6756 3.4376 0.3751
H 1.6971 2.0518 1.2451
H 2.8292 1.2768 0.1635
H 2.8256 -1.0595 -0.1360
H 2.0856 -0.3147 -1.5449
H 2.6969 -2.6206 -2.0834
H 0.9471 -2.4729 -2.0674
H 2.7449 -3.9358 -0.1254
H 1.1720 -4.3958 -0.7442
H 1.8375 -2.5710 1.5951
H 0.6195 -3.8175 1.4845
H -0.4677 -1.6428 1.4857
H -0.6867 -2.3506 -0.0998
Cl -2.8534 -0.8949 3.0420
C -3.1706 -2.5888 2.6093
Cl -3.6482 -3.5789 3.9921
H -2.2629 -2.9959 2.1879
H -3.9758 -2.5856 1.8908
*
```

Löwdin population analysis, charges in e, atoms 1 to 5: number 1, Mg, carries 0.562; number 2, N, carries -0.018; number 3, C, carries -0.126; number 4, C, carries -0.650; number 5, O, carries 0.062



Formula: C13H16Cl2N2O2
Source: OMol25
Level of theory: ωB97M-V/def2-TZVPD

The relative energy (zero: lowest compared OMol25 entry of this formula, charge and spin) is 1.29 kJ/mol. As for the HOMO-LUMO gap: 8.24 eV. The HOMO energy comes out at -8.015 eV. As for the SMILES: CC(C)(C)C(=O)[C@H](Cl)C(=O)Nc1cc(N)ccc1Cl.

```
! RIJCOSX wB97M-V def2-TZVPD def2/J DEFGRID3
* xyz 0 1
O -2.0954 0.5450 -0.2721
O 0.3436 -2.7542 -0.1693
Cl 1.4606 -0.5043 -3.7699
Cl -2.0439 -2.7876 -1.7986
C -1.4848 -0.3483 -0.8039
C -0.5717 -2.2462 0.4614
C 2.0204 2.1229 -3.2244
C 1.9126 3.2815 -2.5048
C 0.1236 2.2780 -1.2220
C 1.2370 1.0184 -2.9094
C 0.9025 3.3776 -1.5496
C 0.2519 1.0778 -1.9492
N 0.6466 4.5563 -0.8613
N -0.4425 -0.1139 -1.6940
C -1.7638 -1.7871 -0.3548
C 0.9159 -1.1434 2.1064
C -1.5373 -1.1161 2.5903
C -0.1942 -3.2446 2.7779
C -0.3854 -1.9574 1.9561
H 2.7732 2.0359 -3.9965
H 2.5909 4.1300 -2.6564
H -0.5997 2.4679 -0.4631
H 1.0001 5.4258 -1.2386
H -0.1210 4.6601 -0.1801
H -0.1821 -0.9181 -2.2568
H -2.6675 -1.7375 0.2596
H 1.7841 -1.7164 1.7881
H 1.0232 -0.8483 3.1568
H 0.9002 -0.2279 1.5230
H -2.4586 -1.6940 2.5392
H -1.2549 -0.9436 3.6453
H -1.6675 -0.1701 2.0889
H -0.1350 -3.0584 3.8582
H -1.0217 -3.9331 2.6157
H 0.7408 -3.7267 2.5081
*
```

Löwdin population analysis, charges in e, atoms 1 to 5: number 1, O, carries 0.089; number 2, O, carries 0.077; number 3, Cl, carries 0.695; number 4, Cl, carries 0.711; number 5, C, carries -0.474



Formula: C6H5Br2N3O
Source: OMol25
Level of theory: ωB97M-V/def2-TZVPD

As for the HOMO-LUMO gap (alpha / beta): 8.63 / 4.63 eV. The HOMO energy (alpha / beta) comes out at -8.082 / -8.401 eV. As for the expectation value of S²: 2.040.

```
! RIJCOSX wB97M-V def2-TZVPD def2/J DEFGRID3
* xyz 0 3
C -2.4981 -0.2578 0.0805
C -2.3827 -1.6811 0.1115
C -1.3767 0.4732 -0.2780
C -1.0698 -2.2668 0.0726
C -0.1226 -0.1831 -0.4026
C 1.9807 2.2024 0.7776
N -0.0181 -1.5142 -0.1640
N 2.6783 2.6274 -0.1038
N 0.9116 0.5327 -0.8188
O 1.5633 1.9435 1.8294
Br 4.1589 -0.3315 0.6386
Br 2.4747 -0.1719 -1.2690
H -3.4992 0.1021 0.1888
H -3.1462 -2.2265 0.6860
H -1.4576 1.5513 -0.6221
H -0.9361 -3.3252 0.3144
H 2.7395 2.5255 -1.0411
*
```

Löwdin population analysis, charges in e, atoms 1 to 5: number 1, C, carries -0.070; number 2, C, carries -0.051; number 3, C, carries -0.014; number 4, C, carries -0.131; number 5, C, carries -0.501



Formula: C5H8BrN2
Source: OMol25
Level of theory: ωB97M-V/def2-TZVPD

The relative energy (zero: lowest compared OMol25 entry of this formula, charge and spin) is 418.87 kJ/mol. As for the HOMO-LUMO gap: 9.35 eV. The HOMO energy comes out at -13.095 eV.

```
! RIJCOSX wB97M-V def2-TZVPD def2/J DEFGRID3
* xyz 1 1
C -0.0738 1.5934 0.3368
C 0.7359 1.9614 -0.5608
C -0.2356 -0.8502 0.1132
C -0.0864 0.2542 1.0813
C 1.6591 0.0035 -0.9965
N 0.6330 -0.8917 -0.8700
N -1.3054 -1.6851 0.2639
Br 3.2097 -0.0784 0.2142
H -0.7175 2.3161 0.8638
H 1.1452 2.6432 -1.2677
H 0.8774 -0.1035 1.5160
H -0.9815 0.4321 1.5968
H 2.1781 -0.1286 -2.0003
H 0.4190 -1.7467 -1.3701
H -1.9683 -1.7002 1.0338
H -1.3746 -2.4683 -0.2951
*
```

Löwdin population analysis, charges in e, atoms 1 to 5: number 1, C, carries -0.150; number 2, C, carries 0.162; number 3, C, carries -0.290; number 4, C, carries -0.090; number 5, C, carries -0.554



Formula: C4H7INO
Source: OMol25
Level of theory: ωB97M-V/def2-TZVPD

The relative energy (zero: lowest compared OMol25 entry of this formula, charge and spin) is 50.16 kJ/mol. As for the HOMO-LUMO gap: 9.37 eV. The HOMO energy comes out at -14.021 eV. As for the SMILES: O=C1CC[NH2+][C@@H]1I.

```
! RIJCOSX wB97M-V def2-TZVPD def2/J DEFGRID3
* xyz 1 1
C 0.6448 0.3251 -1.1465
C 1.1167 -0.8215 -0.2161
C 0.4351 -0.4657 1.0475
C -0.6153 0.8536 -0.4214
N -0.9663 -0.0533 0.6682
O 1.1059 0.7420 -2.1717
I -2.2723 1.3289 -1.8272
H 0.7914 -1.7774 -0.5012
H 2.1661 -0.8760 -0.3348
H 0.2795 -1.2046 1.8726
H 0.9072 0.3618 1.5352
H -0.5091 1.8016 -0.0255
H -1.5048 -0.7349 0.2067
H -1.5789 0.5204 1.3143
*
```

Löwdin population analysis, charges in e, atoms 1 to 5: number 1, C, carries -0.380; number 2, C, carries -0.045; number 3, C, carries -0.102; number 4, C, carries -0.601; number 5, N, carries 0.060



Formula: C5H12O2
Source: OMol25
Level of theory: ωB97M-V/def2-TZVPD

The relative energy (zero: lowest compared OMol25 entry of this formula, charge and spin) is 222.25 kJ/mol. As for the HOMO-LUMO gap: 9.06 eV. The HOMO energy comes out at -8.394 eV. As for the SMILES: CC/C=C\O.CO.

```
! RIJCOSX wB97M-V def2-TZVPD def2/J DEFGRID3
* xyz 0 1
C -1.6581 1.6087 0.9655
C -0.6768 0.5190 1.3946
C -0.5094 -0.6742 0.4981
O 0.3551 0.7025 -1.4493
C 0.5710 -1.4447 0.5054
C 0.9230 -0.3464 -2.2182
O 1.7317 -1.0325 1.1405
H -1.2548 2.2567 0.1820
H -2.5933 1.1765 0.5915
H -1.9100 2.2341 1.8303
H 0.2994 0.9487 1.6517
H -1.0485 0.0700 2.3238
H -1.3655 -0.9887 -0.0935
H 0.9132 0.8761 -0.6825
H 0.5578 -2.4510 0.1012
H 1.3526 0.1091 -3.1085
H 1.7120 -0.9397 -1.7286
H 0.1392 -1.0583 -2.5116
H 2.4955 -1.3668 0.6549
*
```

Löwdin population analysis, charges in e, atoms 1 to 5: number 1, C, carries -0.107; number 2, C, carries -0.252; number 3, C, carries -0.144; number 4, O, carries -0.136; number 5, C, carries -0.253



Formula: C40H35IrN8OS2Si
Source: OMol25
Level of theory: ωB97M-V/def2-TZVPD

The relative energy (zero: lowest compared OMol25 entry of this formula, charge and spin) is 0.00 kJ/mol. As for the HOMO-LUMO gap (alpha / beta): 3.60 / 2.06 eV. The HOMO energy (alpha / beta) comes out at -13.117 / -13.117 eV. As for the expectation value of S²: 0.765.

```
! RIJCOSX wB97M-V def2-TZVPD def2/J DEFGRID3
* xyz 3 2
Ir 0.0715 -0.1022 0.0528
N 1.7887 -0.1466 3.8684
C 0.9095 -0.1672 4.9285
C 1.3822 -0.1804 6.2418
C 0.4929 -0.1610 7.2923
C -0.8921 -0.1178 7.0629
C -1.3769 -0.1116 5.7747
C -0.4818 -0.1497 4.7056
S -1.1078 -0.2073 3.0968
N 0.2232 -0.2076 2.1211
C 1.4845 -0.1082 2.5566
C 2.5176 0.0407 1.5562
C 3.8795 0.1639 1.8484
C 4.7972 0.2710 0.8258
C 4.3461 0.2228 -0.4870
C 2.9874 0.1110 -0.7133
N 2.0866 0.0482 0.2659
H 2.7717 -0.1469 4.1079
H 2.4499 -0.2024 6.4249
H 0.8652 -0.1685 8.3074
H -1.5774 -0.0899 7.8982
H -2.4412 -0.0752 5.5792
H 4.2266 0.1782 2.8725
H 5.8517 0.3767 1.0399
H 5.0348 0.2660 -1.3178
H 2.6015 0.0598 -1.7225
C 0.1674 9.1484 -10.2467
O 0.1369 9.3236 -8.8355
C 0.1270 8.2811 -8.0229
C 0.1347 6.9399 -8.4388
C 0.1141 5.9318 -7.5019
C 0.0908 6.2180 -6.1322
C 0.0945 7.5642 -5.7217
C 0.1111 8.5730 -6.6446
C 0.0704 5.1882 -5.1246
N 0.1032 5.4167 -3.8184
C 0.0574 4.2073 -3.2240
C -0.0030 3.1881 -4.1764
N 0.0064 3.8356 -5.3787
C -0.0281 1.8128 -3.8289
C -0.0265 0.7474 -4.7467
C 0.0042 -0.5444 -4.2745
C 0.0307 -0.7635 -2.8985
N 0.0093 0.2276 -2.0132
C -0.0277 1.5082 -2.4476
C -0.0369 2.5498 -1.4629
N -0.1289 2.1908 -0.1625
C -0.1142 3.1200 0.7758
C 0.0281 4.4796 0.4940
C 0.1081 4.8772 -0.8218
C 0.0492 3.9054 -1.8307
H 0.1786 10.1471 -10.6701
H -0.7190 8.6148 -10.5959
H 1.0667 8.6113 -10.5548
H 0.1590 6.6976 -9.4914
H 0.1245 4.9066 -7.8531
H 0.0826 7.7775 -4.6630
H 0.1150 9.6141 -6.3533
H -0.0252 3.4146 -6.2911
H -0.0346 0.9428 -5.8104
H 0.0251 -1.3858 -4.9513
H 0.0837 -1.7689 -2.5031
H -0.2253 2.7765 1.7980
H 0.0603 5.1985 1.2994
H 0.2072 5.9171 -1.1031
C -4.6451 -4.7247 1.5689
Si -3.6238 -4.4243 0.0075
C -4.6373 -4.7310 -1.5591
C -2.0614 -5.4671 0.0035
C -3.3005 -2.5232 -0.0080
C -4.4116 -1.6773 -0.0144
C -4.2763 -0.2928 -0.0337
C -3.0085 0.2452 -0.0241
N -1.9269 -0.5394 -0.0086
C -2.0581 -1.8792 -0.0123
S -0.4967 -2.6404 -0.0162
H -4.8900 -5.7851 1.6395
H -5.5806 -4.1651 1.5728
H -4.0797 -4.4498 2.4610
H -4.8784 -5.7921 -1.6301
H -4.0669 -4.4524 -2.4463
H -5.5729 -4.1718 -1.5637
H -2.3401 -6.5220 0.0245
H -1.4310 -5.2770 0.8730
H -1.4543 -5.3057 -0.8880
H -5.4047 -2.1106 -0.0048
H -5.1361 0.3605 -0.0556
H -2.8439 1.3154 -0.0268
*
```

Löwdin population analysis, charges in e, atoms 1 to 5: number 1, Ir, carries 1.216; number 2, N, carries 0.199; number 3, C, carries -0.187; number 4, C, carries 0.032; number 5, C, carries 0.018



Formula: C11H18BrN3PtS
Source: OMol25
Level of theory: ωB97M-V/def2-TZVPD

The relative energy (zero: lowest compared OMol25 entry of this formula, charge and spin) is 0.00 kJ/mol. As for the HOMO-LUMO gap: 5.74 eV. The HOMO energy comes out at -24.031 eV.

```
! RIJCOSX wB97M-V def2-TZVPD def2/J DEFGRID3
* xyz 4 1
Pt 0.2529 -0.0631 0.4412
C -2.5531 -0.6215 0.3471
C -2.0357 -2.0417 0.3811
N -0.5489 -1.9815 0.6835
C 0.3158 -2.9508 -0.0797
C 0.4322 -2.5369 -1.5360
S 0.9767 -0.7834 -1.6415
C -0.3059 0.0537 -2.6237
C -1.6441 -0.1135 -1.9609
N -1.5644 0.1943 -0.4613
H -2.6163 -0.1730 1.3380
H -3.5460 -0.5326 -0.1095
H -2.1678 -2.5817 -0.5539
H -2.5460 -2.6212 1.1536
H -0.4109 -2.1905 1.6758
H -0.0929 -3.9633 0.0113
H 1.2933 -2.9652 0.4115
H -0.4798 -2.6575 -2.1203
H 1.2236 -3.1112 -2.0299
H -0.2805 -0.3397 -3.6463
H 0.0234 1.0955 -2.6791
H -2.0575 -1.1118 -2.0656
H -2.3742 0.5857 -2.3844
H -1.7542 1.1963 -0.3336
Br -0.0432 0.5162 2.8808
C 1.1983 1.8419 2.1706
C 1.7977 2.8188 2.8899
C 2.6441 3.6747 2.1516
C 2.8162 3.4834 0.7812
C 2.1609 2.4524 0.1444
N 1.3472 1.6113 0.8462
H 1.6436 2.9425 3.9566
H 3.1573 4.4827 2.6649
H 3.4649 4.1372 0.2096
H 2.2735 2.2536 -0.9132
*
```

Löwdin population analysis, charges in e, atoms 1 to 5: number 1, Pt, carries 1.194; number 2, C, carries -0.102; number 3, C, carries -0.085; number 4, N, carries -0.170; number 5, C, carries -0.165



| no. | E (eV) |
| --- | --- |
| 1 | -70578.0832 |
| 2 | -45861.3623 |
| 3 | -152900.2475 |
| 4 | -78327.2500 |
| 5 | -15891.4691 |
| 6 | -9472.8322 |
| 7 | -88384.3597 |
| 8 | -100245.5732 |